1.
Here is a structure of composition C59H66BClN9O4PPbS3 in a non-equilibrium geometry from the OMol25 dataset. Energies are from ωB97M-V/def2-TZVPD.

M: 1345.9 g/mol
gap between HOMO and LUMO (spin up / spin down): 2.314 / 2.359 eV
DFT total energy: -5295.1912 Eh
ΔE to the lowest compared entry with this formula, charge and spin: 276.90 kJ/mol
total charge: +2
highest occupied orbital energy (spin up / spin down): -10.71 / -10.71 eV

Geometry (Å):
Pb1 0.352 0.394 0.035
Cl1 4.958 2.477 -6.166
S1 1.226 2.397 1.603
S2 -1.593 -0.852 1.691
S3 -2.105 1.725 -0.701
P1 3.311 -1.492 1.435
O1 2.270 0.052 -1.623
O2 -0.275 -6.784 -6.035
O3 0.154 1.857 -2.157
O4 1.895 -1.001 1.464
N1 -1.283 3.422 1.588
N2 -1.141 1.350 3.221
N3 -3.165 1.727 1.769
N4 -4.471 0.710 0.325
N5 -0.603 -0.557 4.201
N6 0.007 -4.635 -5.396
N7 -0.772 -2.834 -2.320
N8 -1.919 -5.745 -4.802
N9 0.182 4.740 0.606
C1 2.178 1.643 -3.412
C2 -5.389 -1.364 -0.530
C3 2.863 2.197 -4.499
C4 0.007 3.568 1.257
C5 5.166 2.077 1.126
C6 3.782 -2.261 -0.134
C7 5.125 -2.348 -0.482
C8 1.465 5.340 0.191
C9 -0.708 -1.585 -2.739
C10 -6.446 0.877 -1.069
C11 -0.645 -1.988 4.566
C12 -4.262 1.275 2.442
C13 -1.947 4.512 1.103
C14 -0.187 -3.578 -4.512
C15 -0.539 1.631 4.414
C16 -4.779 -8.690 -4.009
C17 -3.299 1.364 0.479
C18 -0.055 -2.250 -4.929
C19 -0.206 0.463 5.018
C20 -4.978 -7.355 -3.635
C21 -1.049 5.323 0.493
C22 3.332 -2.402 4.036
C23 4.148 0.249 -2.987
C24 -5.067 0.646 1.558
C25 -0.323 -1.237 -4.027
C26 4.520 -3.562 -2.460
C27 6.126 2.051 2.125
C28 3.182 -3.482 -2.105
C29 3.965 -4.598 4.753
C30 5.455 -0.171 2.734
C31 0.023 -2.846 3.490
C32 -2.119 -2.378 4.714
C33 -2.628 -8.079 -4.946
C34 3.524 -3.318 5.052
C35 -1.129 0.007 3.091
C36 2.309 5.576 1.445
C37 -5.133 0.114 -0.850
C38 -2.838 -6.745 -4.570
C39 -0.694 -5.826 -5.444
C40 6.276 0.927 2.921
C41 4.783 0.802 -4.054
C42 4.348 0.982 0.935
C43 4.140 1.787 -4.827
C44 4.006 -4.046 2.416
C45 2.810 -2.835 -0.940
C46 4.204 -4.959 3.439
C47 5.492 -2.999 -1.648
C48 2.809 0.618 -2.605
C49 0.073 -2.180 5.901
C50 3.579 -2.758 2.715
C51 -4.284 0.202 -2.112
C52 2.168 4.398 -0.787
C53 4.481 -0.139 1.745
C54 1.211 6.673 -0.510
C55 -3.589 -9.021 -4.670
C56 -4.030 -6.398 -3.911
C57 -0.515 -3.806 -3.169
C58 0.863 2.134 -3.117
C59 -5.800 -9.734 -3.734
B1 -2.020 2.427 2.517
H1 -1.718 -8.350 -5.456
H2 -4.455 -1.855 -0.260
H3 3.345 -3.042 6.079
H4 5.064 2.949 0.497
H5 0.283 0.316 5.957
H6 7.032 0.906 3.689
H7 2.387 2.967 -5.089
H8 -2.504 3.074 3.390
H9 -3.337 -0.313 -1.983
H10 1.796 6.250 2.126
H11 0.229 -2.033 -5.946
H12 -4.197 -5.372 -3.615
H13 2.514 4.644 1.962
H14 -2.654 -2.235 3.778
H15 4.630 -0.498 -2.376
H16 3.254 6.031 1.168
H17 -5.328 -10.667 -3.426
H18 0.752 -4.565 -6.076
H19 0.332 -3.797 3.916
H20 -6.238 1.922 -1.289
H21 -6.097 -1.486 0.285
H22 6.762 2.908 2.280
H23 4.810 -4.072 -3.366
H24 0.619 6.537 -1.412
H25 2.467 3.475 -0.299
H26 -5.887 -7.077 -3.124
H27 4.548 -5.956 3.209
H28 -2.191 -3.428 4.983
H29 -4.392 1.440 3.490
H30 0.721 7.386 0.148
H31 -0.968 -0.827 -2.011
H32 -6.988 0.453 -1.909
H33 -0.402 2.638 4.749
H34 -6.362 -9.950 -4.645
H35 5.874 -1.903 0.157
H36 1.770 -2.766 -0.655
H37 -1.218 6.251 -0.010
H38 -0.436 -1.649 6.702
H39 4.129 -5.312 5.546
H40 -4.096 1.234 -2.392
H41 1.505 4.156 -1.615
H42 5.569 -1.045 3.358
H43 -0.663 -3.047 2.673
H44 -6.507 -9.418 -2.971
H45 -4.823 -0.276 -2.927
H46 -2.598 -1.791 5.493
H47 3.596 0.976 0.162
H48 0.900 -2.351 3.087
H49 -3.426 -10.044 -4.972
H50 -3.001 4.642 1.232
H51 2.170 7.096 -0.799
H52 0.069 -3.237 6.153
H53 -6.005 0.162 1.724
H54 3.055 4.881 -1.186
H55 6.535 -3.075 -1.920
H56 5.786 0.501 -4.317
H57 0.476 2.850 -3.866
H58 -0.551 -4.813 -2.770
H59 -2.208 -4.820 -4.506
H60 3.002 -1.394 4.247
H61 1.106 -1.850 5.840
H62 -7.088 0.829 -0.194
H63 -0.253 -0.202 -4.317
H64 4.198 -4.331 1.392
H65 -5.802 -1.857 -1.406
H66 2.430 -3.940 -2.730

Here are the Löwdin charges for atoms 1 to 6, given in e: 1.1896 0.7000 0.7442 0.8046 0.8720 0.8376

2.
Here is a structure of composition C35H32CrN2S4Sb2 in a non-equilibrium geometry from the OMol25 dataset. Energies are from ωB97M-V/def2-TZVPD.

M: 904.4 g/mol
multiplicity: 5
gap between HOMO and LUMO (spin up / spin down): 7.218 / 7.184 eV
DFT total energy: -4580.0458 Eh
highest occupied orbital energy (spin up / spin down): -7.23 / -7.23 eV

Geometry (Å):
Sb1 -2.295 -1.316 1.436
Sb2 2.153 -1.971 0.635
Cr1 0.359 -0.026 0.166
S1 -0.368 -1.179 -1.712
S2 2.054 3.044 3.221
S3 -2.902 -0.055 -2.838
S4 -1.256 1.387 -0.802
N1 0.963 3.296 0.788
N2 1.032 1.151 1.705
C1 -3.870 -1.957 2.787
C2 4.490 -1.412 4.518
C3 1.603 0.451 2.836
C4 4.807 -1.621 -0.821
C5 2.098 1.381 3.968
C6 -0.870 2.510 4.413
C7 -0.332 -3.839 0.873
C8 -1.573 0.062 -1.900
C9 4.231 -0.133 4.801
C10 -5.950 -2.937 4.374
C11 1.496 -0.248 5.669
C12 -3.622 -2.418 4.076
C13 1.186 -3.863 1.105
C14 6.063 -1.959 -1.302
C15 -1.182 -3.180 1.973
C16 -0.326 1.191 4.885
C17 1.260 -1.163 4.737
C18 3.558 0.783 3.813
C19 -1.596 0.268 2.786
C20 4.380 -3.932 -0.309
C21 1.239 2.427 1.773
C22 6.477 -3.283 -1.290
C23 3.075 0.039 2.547
C24 -2.115 1.479 2.580
C25 -4.653 -2.902 4.867
C26 -1.725 2.624 3.397
C27 3.253 -1.432 2.418
C28 3.965 -2.607 -0.316
C29 -0.658 0.000 3.930
C30 3.928 -2.104 3.351
C31 -5.175 -1.991 2.304
C32 5.634 -4.269 -0.798
C33 1.223 1.167 5.228
C34 -6.210 -2.478 3.091
C35 0.684 -0.626 3.462
H1 -1.135 -0.779 4.529
H2 5.954 -5.303 -0.794
H3 -2.026 -3.829 2.205
H4 -0.619 -3.061 2.902
H5 -2.611 -2.412 4.471
H6 -0.655 -4.879 0.776
H7 0.935 4.277 1.006
H8 -0.539 -3.382 -0.097
H9 0.476 -1.413 2.740
H10 -4.445 -3.256 5.870
H11 -6.753 -3.329 4.985
H12 -0.814 1.009 5.848
H13 5.070 -2.011 5.211
H14 -2.826 1.654 1.782
H15 1.436 -4.148 2.128
H16 3.409 0.536 1.630
H17 4.483 -0.586 -0.843
H18 7.455 -3.548 -1.669
H19 1.447 1.900 6.004
H20 -2.124 3.595 3.124
H21 3.731 -4.705 0.085
H22 -5.382 -1.635 1.300
H23 -7.220 -2.500 2.702
H24 6.719 -1.190 -1.689
H25 1.377 -2.227 4.890
H26 4.630 0.321 5.702
H27 -0.593 3.381 4.997
H28 0.364 2.973 0.034
H29 1.843 -0.468 6.669
H30 1.630 -4.591 0.424
H31 4.265 1.587 3.599
H32 4.071 -3.178 3.284

Here are the Löwdin charges for atoms 1 to 6, given in e: 1.5218 1.5670 -0.0395 0.4044 1.0970 0.5199

3.
Here is a cluster of 3 separate species, C3H12N2O in total in a non-equilibrium geometry from the OMol25 dataset. Energies are from ωB97M-V/def2-TZVPD.

M: 92.1 g/mol
multiplicity: 2
gap between HOMO and LUMO (spin up / spin down): 2.965 / 9.666 eV
DFT total energy: -306.1516 Eh
ΔE to the lowest compared entry with this formula, charge and spin: 118.55 kJ/mol
total charge: -1
highest occupied orbital energy (spin up / spin down): 1.11 / -5.75 eV

Geometry (Å):
O1 -0.509 -0.222 0.832
N1 -0.436 1.182 -2.518
N2 -2.361 1.138 1.298
C1 -1.951 -0.085 0.707
C2 3.452 -1.232 -0.164
C3 2.315 -1.236 0.524
H1 4.129 -0.396 -0.093
H2 0.322 0.784 -3.068
H3 -2.157 -0.199 -0.355
H4 -0.028 2.018 -2.090
H5 -2.260 1.985 0.759
H6 -3.262 1.140 1.748
H7 -2.300 -0.956 1.249
H8 -0.128 -0.082 -0.048
H9 2.096 -0.571 1.338
H10 1.569 -2.002 0.351
H11 -1.224 1.361 -3.129
H12 3.578 -2.045 -0.868

Here are the Löwdin charges for atoms 1 to 6, given in e: -0.1444 -0.2437 -0.0063 -0.4430 -0.1418 -0.1240

4.
Here is an isolated molecule of C5H9FO7S2 in a non-equilibrium geometry from the OMol25 dataset. Energies are from ωB97M-V/def2-TZVPD.

M: 264.3 g/mol
gap between HOMO and LUMO: 9.699 eV
DFT total energy: -1618.5557 Eh
highest occupied orbital energy: -11.22 eV

Geometry (Å):
S1 2.566 -0.595 -1.572
S2 0.011 2.287 -1.751
F1 -1.394 2.701 -0.823
O1 1.380 -1.444 -0.649
O2 3.712 -1.434 -2.227
O3 -0.174 2.906 -3.168
O4 1.525 0.241 -2.658
O5 1.249 2.890 -0.988
O6 3.388 0.508 -0.835
O7 -2.505 -1.631 1.951
C1 0.417 -0.343 -0.323
C2 0.303 0.420 -1.805
C3 -1.113 -0.806 0.038
C4 -1.588 -0.503 1.578
C5 -0.383 -0.522 2.693
H1 -1.865 -0.226 -0.682
H2 0.009 -1.600 2.955
H3 0.538 0.155 2.436
H4 -2.195 -1.957 2.854
H5 -0.546 0.065 -2.540
H6 0.962 0.467 0.321
H7 -0.841 -0.081 3.702
H8 -1.178 -1.967 -0.150
H9 -2.279 0.469 1.645

Here are the Löwdin charges for atoms 1 to 6, given in e: 0.9126 0.9360 -0.2505 -0.1952 -0.2879 -0.3163

5.
Here is a structure of composition C4HCoO2 in a non-equilibrium geometry from the OMol25 dataset. Energies are from ωB97M-V/def2-TZVPD.

M: 140.0 g/mol
multiplicity: 4
gap between HOMO and LUMO (spin up / spin down): 8.215 / 7.161 eV
DFT total energy: -1685.5926 Eh
total charge: +1
highest occupied orbital energy (spin up / spin down): -14.02 / -14.09 eV

Geometry (Å):
Co1 -2.151 3.542 -2.045
O1 -0.713 2.624 -1.650
O2 1.204 2.178 0.368
C1 -0.791 -1.151 0.782
C2 -0.181 2.022 -0.724
C3 -0.195 -0.181 0.239
C4 0.438 0.909 -0.317
H1 1.893 2.385 -0.277

Here are the Löwdin charges for atoms 1 to 6, given in e: 0.8261 0.0188 0.1004 0.1842 -0.1168 -0.0937

6.
Here is a cluster of 16 separate species, C3H38O16S in total in a non-equilibrium geometry from the OMol25 dataset. Energies are from ωB97M-V/def2-TZVPD.

M: 362.4 g/mol
gap between HOMO and LUMO: 8.976 eV
DFT total energy: -1739.0099 Eh
ΔE to the lowest compared entry with this formula, charge and spin: 224.51 kJ/mol
highest occupied orbital energy: -9.17 eV

Geometry (Å):
S1 -1.798 1.612 -3.754
O1 -1.150 -3.771 -3.157
O2 0.513 0.235 0.143
O3 2.097 -3.046 -0.451
O4 -2.396 2.279 3.526
O5 2.043 0.092 3.308
O6 -0.854 4.136 -1.533
O7 -3.002 -2.516 -1.688
O8 0.108 3.899 1.764
O9 -2.562 3.273 0.438
O10 3.147 1.357 1.341
O11 0.429 -3.383 1.458
O12 -1.824 0.763 1.254
O13 3.477 -1.150 -0.422
O14 1.337 3.081 -0.299
O15 2.873 -2.923 1.700
O16 -2.506 -3.432 1.052
C1 -0.008 0.364 -2.170
C2 -1.510 0.825 -2.177
C3 0.226 -0.611 -0.952
H1 3.466 -2.557 0.988
H2 -2.488 -2.806 -2.442
H3 -0.620 -1.227 -0.649
H4 0.935 -1.309 -1.460
H5 -2.010 2.509 0.359
H6 -1.679 -3.573 0.536
H7 0.910 3.511 0.478
H8 -2.926 2.804 2.861
H9 2.818 -2.339 -0.392
H10 -1.412 4.454 -0.778
H11 2.872 0.585 3.173
H12 0.837 3.399 -1.078
H13 -0.563 -3.920 -2.383
H14 3.339 -0.306 0.035
H15 -3.248 2.887 1.005
H16 1.728 -0.039 2.429
H17 0.574 1.277 -2.046
H18 2.323 1.883 1.118
H19 -0.964 0.324 1.442
H20 -1.410 3.683 -2.169
H21 0.088 -3.676 2.306
H22 -2.214 -0.008 -2.025
H23 -2.373 -3.827 1.903
H24 1.019 1.083 -0.039
H25 -1.620 1.606 -1.435
H26 0.288 -0.142 -3.063
H27 -3.069 -3.270 -1.120
H28 -1.067 0.747 -4.436
H29 2.197 -3.373 0.444
H30 3.799 1.824 0.820
H31 1.298 -3.779 1.531
H32 -2.233 1.509 2.928
H33 -0.824 3.849 1.497
H34 2.367 -2.071 1.767
H35 0.272 3.320 2.497
H36 3.769 -0.804 -1.269
H37 -2.316 -0.014 1.002
H38 -0.503 -3.301 -3.716

Here are the Löwdin charges for atoms 1 to 6, given in e: 0.7515 -0.0576 -0.1239 -0.1449 -0.0920 -0.0538

Among the records above, which one has the highest M? C59H66BClN9O4PPbS3

Which of these has the highest M? C59H66BClN9O4PPbS3

Number 3 is which compound? C3H12N2O